No. 1
16
Properties=species:S:1:pos:R:3:lowdin_charge:R:1 method="wB97M-V/def2-TZVPD" spin_multiplicity=1 homo_lumo_gap_ev=9.16 total_energy_ev=-8868.4359 de_lowest_kcal_mol=17.91 lumo_ev=0.80 smiles=Cc1ccc[nH]1.O
C -0.339 0.964 1.377 -0.103
C -0.283 1.617 0.181 -0.141
N 0.436 0.851 -0.693 0.050
C 0.867 -0.302 -0.058 -0.354
C 0.386 -0.253 1.219 -0.078
C 1.849 -1.205 -0.711 -0.037
H -0.905 1.317 2.215 0.093
H -0.747 2.555 -0.061 0.107
H 0.895 1.150 -1.548 0.158
H 0.494 -0.999 1.990 0.105
H 2.795 -0.674 -0.854 0.080
H 2.085 -2.046 -0.055 0.083
H 1.544 -1.579 -1.682 0.072
H -2.223 -1.209 -1.463 0.036
H -1.711 -0.795 -0.065 0.003
O -2.524 -1.024 -0.559 -0.073

***

No. 2
92
Properties=species:S:1:pos:R:3:lowdin_charge:R:1 method="wB97M-V/def2-TZVPD" spin_multiplicity=2 homo_lumo_gap_ev="5.39 / 5.19" total_energy_ev=-74701.4004 lumo_ev="-5.14 / -5.15" total_charge=+1
Ir 0.162 -0.031 -0.721 0.636
C 3.411 0.859 -1.031 0.045
P 2.290 -0.683 0.520 0.971
C 3.800 -1.619 0.075 -0.362
C 3.741 -2.570 -0.935 -0.081
C 4.899 -3.185 -1.381 -0.055
C 6.122 -2.845 -0.824 -0.060
C 6.180 -1.892 0.181 -0.061
C 5.029 -1.267 0.622 -0.096
C 2.703 -0.021 2.163 -0.349
C 2.728 1.345 2.404 -0.092
C 3.028 1.818 3.668 -0.076
C 3.284 0.929 4.699 -0.066
C 3.251 -0.437 4.464 -0.057
C 2.964 -0.916 3.200 -0.073
C 2.545 1.945 -0.902 -0.399
C 2.816 3.255 -0.424 0.014
C 1.601 3.923 -0.362 0.022
C 0.622 3.020 -0.782 -0.325
C -0.850 3.150 -0.827 -0.234
P -1.518 1.740 0.198 1.020
C -3.299 2.167 0.235 -0.354
C -3.938 2.515 -0.954 -0.112
C -5.254 2.938 -0.945 -0.064
C -5.958 2.988 0.246 -0.061
C -5.342 2.599 1.424 -0.062
C -4.022 2.184 1.425 -0.077
C -0.989 2.149 1.889 -0.378
C -1.118 3.434 2.408 -0.086
C -0.750 3.689 3.716 -0.060
C -0.255 2.666 4.511 -0.062
C -0.119 1.387 3.996 -0.075
C -0.486 1.127 2.687 -0.106
N 1.189 1.830 -1.110 -0.064
H 3.217 0.130 -1.806 0.080
H 4.457 1.038 -0.832 0.102
H 2.779 -2.827 -1.356 0.086
H 4.854 -3.916 -2.173 0.113
H 7.030 -3.320 -1.165 0.112
H 7.127 -1.617 0.618 0.110
H 5.077 -0.511 1.393 0.108
H 2.531 2.039 1.601 0.080
H 3.060 2.882 3.847 0.114
H 3.514 1.301 5.684 0.112
H 3.460 -1.133 5.262 0.114
H 2.953 -1.980 3.011 0.117
H 3.789 3.638 -0.187 0.126
H 1.438 4.939 -0.061 0.122
H -1.204 2.996 -1.851 0.098
H -1.194 4.123 -0.479 0.100
H -3.414 2.459 -1.897 0.102
H -5.724 3.239 -1.868 0.112
H -6.981 3.330 0.257 0.111
H -5.888 2.631 2.353 0.110
H -3.556 1.889 2.354 0.110
H -1.520 4.227 1.794 0.110
H -0.865 4.683 4.121 0.111
H 0.016 2.868 5.536 0.113
H 0.270 0.590 4.610 0.113
H -0.387 0.126 2.278 0.087
F 1.470 -2.054 1.144 -0.329
C -0.420 -3.726 -0.820 -0.200
Si -1.010 -2.018 -1.500 0.661
C -2.914 -1.896 -0.861 -0.648
C -3.619 -3.239 -1.026 -0.099
C -3.673 -0.845 -1.665 -0.112
C -2.924 -1.542 0.625 -0.120
C -0.683 -2.106 -3.502 -0.653
C -1.576 -3.163 -4.129 -0.096
C 0.782 -2.464 -3.724 -0.116
C -0.960 -0.747 -4.131 -0.117
H -0.911 -4.548 -1.334 0.029
H -0.641 -3.820 0.239 0.020
H 0.652 -3.858 -0.929 0.000
H -3.622 -3.568 -2.061 0.069
H -4.657 -3.133 -0.708 0.090
H -3.163 -4.008 -0.411 0.074
H -3.914 -1.230 -2.653 0.076
H -3.102 0.075 -1.777 0.030
H -4.612 -0.594 -1.171 0.088
H -2.409 -2.300 1.209 0.078
H -2.444 -0.583 0.819 -0.002
H -3.950 -1.480 0.984 0.090
H -1.414 -4.142 -3.686 0.076
H -1.346 -3.251 -5.192 0.090
H -2.628 -2.903 -4.041 0.068
H 0.981 -3.494 -3.444 0.077
H 1.439 -1.807 -3.154 0.048
H 1.022 -2.351 -4.782 0.087
H -2.013 -0.488 -4.073 0.067
H -0.677 -0.770 -5.183 0.084
H -0.373 0.036 -3.641 0.054

***

No. 3
20
Properties=species:S:1:pos:R:3:lowdin_charge:R:1 method="wB97M-V/def2-TZVPD" spin_multiplicity=1 homo_lumo_gap_ev=8.23 total_energy_ev=-15057.4619 de_lowest_kcal_mol=10.15 lumo_ev=0.15 smiles="O=C=Nc1cccc2ccccc12"
C -0.245 0.665 3.106 -0.187
C 0.020 -0.343 0.886 -0.236
C 0.485 -1.636 1.079 -0.027
C 0.913 -2.396 -0.002 -0.097
C 0.814 -1.929 -1.287 -0.032
C 0.259 -0.641 -1.550 -0.185
C 0.208 -0.099 -2.816 -0.023
C -0.435 1.173 -2.932 -0.058
C -0.912 1.953 -1.843 -0.047
C -0.642 1.462 -0.550 -0.018
C -0.073 0.203 -0.433 -0.116
H 0.352 -2.073 2.163 0.152
H 1.478 -3.285 0.173 0.098
H 1.147 -2.467 -2.181 0.115
H 0.698 -0.662 -3.584 0.105
H -0.544 1.510 -3.936 0.083
H -1.435 2.871 -2.040 0.094
H -0.835 1.983 0.377 0.103
N -0.357 0.543 1.859 0.141
O -0.090 0.982 4.258 0.136

***

No. 4
52
Properties=species:S:1:pos:R:3:lowdin_charge:R:1 method="wB97M-V/def2-TZVPD" spin_multiplicity=1 homo_lumo_gap_ev=9.44 total_energy_ev=-34272.2916 de_lowest_kcal_mol=156.02 lumo_ev=-2.54 total_charge=+1
O -2.568 2.614 -0.121 0.143
C -2.258 2.033 0.846 -0.535
O -2.881 1.958 2.016 0.137
C -0.858 1.452 0.955 -0.264
C -0.942 -0.182 1.034 -0.102
C 0.224 -1.048 0.511 -0.153
N 1.361 -0.896 1.510 0.146
N 0.033 1.804 -0.106 0.044
H -3.577 2.670 2.107 0.175
H -0.631 1.785 2.013 0.152
H -1.876 -0.541 0.581 0.094
H -1.106 -0.296 2.047 0.072
H 0.044 -2.122 0.353 0.115
H 0.729 -0.603 -0.456 0.095
H 1.451 0.160 1.576 0.144
H 1.271 -1.005 2.489 0.089
H 2.177 -1.543 1.251 0.166
H 0.721 2.518 0.162 0.052
H -0.416 1.850 -1.084 0.120
H 3.728 -0.159 -1.744 0.083
H 2.599 0.304 -0.780 0.081
O 2.773 -0.204 -1.627 -0.098
H -2.213 -2.886 1.288 0.099
H -2.567 -3.582 2.691 0.009
O -2.299 -2.800 2.329 -0.039
H 3.394 -3.650 -0.376 0.009
H 3.050 -2.140 -1.114 0.064
O 2.994 -2.824 -0.359 -0.055
H -0.691 -2.600 2.872 -0.016
H 0.096 -1.807 3.823 0.098
O 0.246 -2.575 3.164 -0.100
H 0.006 3.819 -1.135 0.000
H 1.258 4.548 -1.119 0.035
O 0.379 4.595 -0.719 -0.048
H -2.139 -1.279 -3.596 0.086
H -1.614 -2.577 -4.046 0.031
O -2.057 -2.230 -3.306 -0.035
H -1.143 -2.312 -1.232 0.033
H -2.770 -2.479 -1.252 0.126
O -1.920 -2.506 -0.654 -0.116
H -2.099 0.053 -1.114 -0.092
H -2.535 1.363 -1.492 0.052
O -1.993 0.619 -1.737 0.045
H 2.462 3.190 2.089 0.033
H 1.290 2.801 2.751 0.079
O 1.863 2.484 2.018 -0.030
H -0.482 -0.586 -2.104 -0.018
H 0.741 -1.225 -2.582 -0.007
O 0.442 -0.553 -2.119 -0.005
H 2.324 1.464 -2.266 0.102
H 3.057 2.903 -2.382 -0.047
O 2.922 2.221 -1.853 -0.048

***

No. 5
18
Properties=species:S:1:pos:R:3:lowdin_charge:R:1 method="wB97M-V/def2-TZVPD" spin_multiplicity=2 homo_lumo_gap_ev="2.67 / 6.75" total_energy_ev=-8898.3948 de_lowest_kcal_mol=40.75 lumo_ev="3.50 / 3.35" total_charge=-1
C -1.511 -1.748 0.460 -0.239
O -0.598 -2.577 1.251 -0.129
C -0.956 -0.365 0.078 -0.217
C 0.472 -0.104 0.510 -0.220
C 0.867 1.376 0.234 -0.402
C 1.339 1.796 -2.011 -0.279
N 0.437 1.869 -1.020 -0.195
H -2.421 -1.649 1.036 0.092
H -1.703 -2.346 -0.412 0.091
H -0.922 -2.545 2.167 0.070
H -1.620 0.401 0.496 0.102
H -1.080 -0.234 -0.985 0.087
H 1.158 -0.755 -0.009 0.093
H 0.557 -0.236 1.595 0.088
H 1.980 1.446 0.327 0.070
H 0.511 1.981 1.092 0.073
H 1.109 2.185 -2.993 -0.050
H 2.382 1.503 -1.814 -0.036

***

No. 6
72
Properties=species:S:1:pos:R:3:lowdin_charge:R:1 method="wB97M-V/def2-TZVPD" spin_multiplicity=1 homo_lumo_gap_ev=8.70 total_energy_ev=-75237.0890 lumo_ev=0.41 smiles="CCOC(=O)C(F)(F)F.CCOC(=O)C(F)(F)F.CCOC(=O)C(F)(F)F.CCOC(=O)C(F)(F)F.c1cc[nH]c1.CC#N"
N 0.584 0.458 0.485 0.018
C 0.868 1.806 0.690 -0.122
C 2.258 1.982 0.664 -0.067
C 2.774 0.622 0.525 -0.149
C 1.722 -0.262 0.426 -0.153
H -0.295 0.000 0.291 0.130
H 0.063 2.501 0.877 0.094
H 2.897 2.834 0.838 0.089
H 3.804 0.310 0.622 0.073
H 1.722 -1.333 0.288 0.097
C 2.822 0.468 4.156 -0.067
C 4.122 0.112 3.562 -0.262
N 5.130 -0.120 3.013 0.121
H 2.612 -0.189 5.000 0.077
H 1.994 0.482 3.447 0.069
H 2.848 1.439 4.650 0.081
C 3.756 0.265 -3.020 -0.046
C 3.574 1.309 -4.143 -0.203
O 2.398 2.064 -3.896 -0.003
C 2.127 3.222 -4.580 -0.291
O 2.900 3.746 -5.409 0.118
C 0.778 3.836 -4.106 -0.536
F 0.880 5.181 -4.281 0.150
F -0.142 3.406 -4.977 0.165
F 0.526 3.484 -2.861 0.187
H 4.781 0.191 -2.659 0.076
H 3.446 -0.699 -3.424 0.071
H 3.145 0.507 -2.150 0.053
H 3.436 0.788 -5.091 0.125
H 4.461 1.940 -4.202 0.123
C 4.579 -3.737 1.079 -0.059
C 3.687 -4.210 -0.001 -0.246
O 2.834 -5.268 0.275 0.060
C 1.691 -5.103 0.902 -0.339
O 1.193 -4.027 1.285 0.115
C 0.886 -6.410 1.097 -0.483
F -0.293 -6.258 0.482 0.165
F 1.534 -7.478 0.516 0.127
F 0.671 -6.679 2.410 0.153
H 4.048 -3.573 2.017 0.082
H 4.919 -2.714 0.915 0.085
H 5.334 -4.483 1.327 0.085
H 4.155 -4.310 -0.980 0.137
H 3.082 -3.327 -0.209 0.105
C -3.361 -1.299 3.612 -0.053
C -4.123 -0.293 2.728 -0.212
O -3.404 0.908 2.720 -0.002
C -4.008 2.094 2.403 -0.291
O -5.136 2.214 1.890 0.119
C -3.175 3.348 2.716 -0.626
F -1.899 3.028 2.932 0.166
F -3.243 4.155 1.697 0.200
F -3.636 4.009 3.740 0.208
H -2.326 -1.502 3.338 0.074
H -3.887 -2.253 3.569 0.078
H -3.269 -1.009 4.658 0.078
H -5.044 -0.123 3.286 0.129
H -4.249 -0.566 1.680 0.119
C -6.569 0.759 -2.365 -0.028
C -5.311 0.680 -1.441 -0.233
O -4.199 1.096 -2.064 0.058
C -3.019 0.902 -1.536 -0.361
O -2.789 0.250 -0.541 0.141
C -1.854 1.645 -2.232 -0.539
F -1.470 2.606 -1.383 0.153
F -0.851 0.788 -2.429 0.177
F -2.214 2.262 -3.365 0.170
H -7.070 1.721 -2.253 0.074
H -7.276 -0.051 -2.180 0.073
H -6.331 0.707 -3.427 0.075
H -5.111 -0.269 -0.945 0.126
H -5.488 1.417 -0.657 0.121

***

No. 7
15
Properties=species:S:1:pos:R:3:lowdin_charge:R:1 method="wB97M-V/def2-TZVPD" spin_multiplicity=1 homo_lumo_gap_ev=9.10 total_energy_ev=-9302.7976 de_lowest_kcal_mol=82.92 lumo_ev=0.77 smiles="C=NN(C)/C=C/O"
C 1.623 0.777 0.919 -0.078
N 0.685 -0.265 0.557 -0.243
C -0.680 0.069 0.631 -0.138
C -1.335 0.640 -0.385 -0.200
C 0.432 -1.687 -1.278 -0.072
O -2.651 0.942 -0.417 0.014
N 1.176 -1.095 -0.453 -0.005
H -3.080 0.647 0.403 0.111
H -1.191 -0.229 1.550 0.119
H -0.825 0.997 -1.272 0.134
H 1.443 1.084 1.944 0.078
H 1.540 1.655 0.265 0.080
H 2.627 0.366 0.841 0.078
H -0.667 -1.583 -1.290 0.066
H 0.903 -2.319 -2.015 0.056